Density functional theory data (ωB97M-V with the def2-TZVPD basis set) for a molecular structure, C3H3HgO3.

Geometry as XYZ:
```
10
C3H3HgO3 (ωB97M-V with the def2-TZVPD basis set)
H 0.486 -0.385 0.280
O -0.809 1.708 0.036
C -0.622 0.858 -0.781
O 0.126 -0.254 -0.629
O -1.068 0.794 -2.028
Hg -0.056 -0.899 -2.734
H -1.674 1.589 -2.347
C 1.295 -1.167 2.568
C 1.717 -0.287 3.334
H 0.604 -1.958 2.300
```

Summary:
**Multiplicity**: 2
**Expectation value of S²**: 0.76
**Net charge**: 0
**Kohn-Sham gap (alpha / beta)**: 0.2710 / 0.1283 hartree
**Energy above the lowest of the compared OMol25 structures with the same formula, charge and spin**: 132.6 kcal/mol

Electronic structure analysis, natural (NBO) charges in units of e: atom 1 (H): 0.536, atom 2 (O): -0.578, atom 3 (C): 0.982, atom 4 (O): -0.759, atom 5 (O): -0.775, atom 6 (Hg): 0.046, atom 7 (H): 0.546, atom 8 (C): -0.475, atom 9 (C): 0.221, atom 10 (H): 0.256

***

Density functional theory data (ωB97M-V with the def2-TZVPD basis set) for a single C3H3I molecule.

Geometry as XYZ:
```
7
C3H3I (ωB97M-V with the def2-TZVPD basis set)
C 0.031 -0.477 -0.662
C 0.724 -1.056 0.374
C -0.380 0.807 -0.262
I 0.130 -1.109 2.379
H 0.403 -0.865 -1.643
H -0.158 1.767 -0.872
H -0.749 0.933 0.685
```

Summary:
**Multiplicity**: 1
**Net charge**: 0
**Kohn-Sham gap (alpha / beta)**: 0.2682 / 0.2762 hartree
**Energy above the lowest of the compared OMol25 structures with the same formula, charge and spin**: 53.5 kcal/mol

Electronic structure analysis, natural (NBO) charges in units of e: atom 1 (C): -0.402, atom 2 (C): -0.137, atom 3 (C): -0.245, atom 4 (I): 0.135, atom 5 (H): 0.244, atom 6 (H): 0.210, atom 7 (H): 0.196

***

Number 1: M 287.6 g/mol, calculated total energy -13469.19930 eV. Number 2: M 166.0 g/mol, calculated total energy -11255.49051 eV.